# 1
The following is a DFT calculation (ωB97M-V/def2-TZVPD) of 5 unconnected molecules or ions with the total composition C32H74ClN4O in a non-equilibrium geometry.

Each line ends with the Mulliken charge.
Positions of all 112 atoms, in Å:
C: -2.57830 4.26297 -2.72011  -1.109
C: -3.61798 4.13559 -1.64370  -0.386
N: -4.40585 2.77810 -1.70387  0.177
C: -5.08110 2.73430 -0.28936  -1.061
C: -5.49973 2.93728 -2.80296  -0.515
C: -6.16742 1.55417 -3.25364  -1.111
C: -3.56100 1.43867 -1.76209  -1.346
C: -2.57797 1.20220 -0.64531  -0.143
O: -2.00662 2.40239 -0.11243  -0.303
C: -1.13416 2.20408 0.93348  -0.455
H: -1.73652 3.58746 -2.56778  0.192
H: -2.29583 5.29058 -2.49140  0.429
H: -2.86597 4.14887 -3.76526  0.312
H: -4.29259 4.96697 -1.84821  0.556
H: -3.19009 4.42260 -0.68316  0.456
H: -4.39682 2.84145 0.55227  0.334
H: -5.71659 1.88714 -0.03132  0.381
H: -5.69405 3.63040 -0.19233  0.474
H: -5.06459 3.52620 -3.61039  0.456
H: -6.24548 3.63505 -2.42205  0.433
H: -7.02378 1.57902 -3.92754  0.430
H: -6.49934 1.13283 -2.30475  0.312
H: -5.44695 0.95745 -3.81305  0.242
H: -3.08104 1.67697 -2.71127  0.583
H: -4.11777 0.51573 -1.92417  0.411
H: -1.79528 0.60981 -1.11920  0.076
H: -3.08140 0.63831 0.13998  0.649
H: -1.55743 2.52074 1.88673  0.303
H: -0.17662 2.69345 0.75529  0.245
H: -0.80497 1.17605 0.78222  -0.060
C: 2.21155 -0.87097 6.08118  -1.358
C: 3.34845 0.13226 5.74447  -0.121
C: 3.06067 0.91462 4.47196  -0.806
N: 4.20396 1.85538 3.93747  0.369
C: 4.63193 2.89428 5.04471  -1.087
C: 3.63261 2.88570 2.88989  -0.759
C: 4.87241 3.14232 1.97715  -0.742
C: 5.35321 1.72180 1.70505  0.162
C: 5.41229 1.15131 3.15958  -0.614
H: 1.22999 -0.46819 5.83134  0.332
H: 2.21526 -1.34227 7.06402  0.402
H: 2.29954 -1.74685 5.43840  0.299
H: 4.23324 -0.46407 5.52172  0.292
H: 3.23313 0.79441 6.60258  0.315
H: 2.13525 1.49002 4.49688  0.575
H: 2.91769 0.28526 3.59357  0.153
H: 5.24614 3.70285 4.64841  0.371
H: 5.24353 2.32833 5.74739  0.403
H: 3.72828 3.21293 5.56430  0.401
H: 3.10945 3.72162 3.35425  0.350
H: 2.81880 2.37107 2.37904  0.384
H: 5.57130 3.78796 2.50895  0.281
H: 4.48633 3.67105 1.10567  0.421
H: 6.29736 1.66506 1.16333  0.444
H: 4.52841 1.30576 1.12650  -0.198
H: 6.35814 1.42806 3.62530  0.296
H: 5.30463 0.07340 3.28041  0.363
C: 5.28988 -0.47237 -1.30123  -1.589
C: 3.75286 -0.63023 -1.62150  0.485
C: 3.38456 -0.39503 -3.07444  -0.723
N: 1.88245 -0.47202 -3.30428  0.458
C: 1.16753 0.65924 -2.49547  -0.807
C: 1.48254 -0.16019 -4.75836  -0.716
C: 0.11154 -0.68602 -5.01219  -0.838
C: -0.02071 -1.93112 -4.15977  -0.023
C: 1.26793 -1.91214 -3.24479  -0.611
H: 5.46590 -0.91635 -0.32143  0.400
H: 5.76001 0.50997 -1.34681  0.335
H: 5.83545 -1.17026 -1.93636  0.465
H: 3.24737 -0.03992 -0.85723  -0.217
H: 3.57463 -1.68448 -1.40961  0.220
H: 3.87841 -1.10513 -3.73773  0.434
H: 3.66735 0.59743 -3.42538  0.387
H: 1.30761 0.40686 -1.44439  0.191
H: 0.12181 0.63502 -2.80203  0.217
H: 1.40613 1.67420 -2.81334  0.248
H: 1.60308 0.91577 -4.88436  0.512
H: 2.15360 -0.75144 -5.38141  0.442
H: -0.74813 -0.03083 -4.87149  0.261
H: -0.15542 -0.90223 -6.04663  0.412
H: -0.96553 -1.91747 -3.61642  -0.274
H: 0.06296 -2.73433 -4.89185  0.520
H: 1.09549 -2.11604 -2.18801  0.284
H: 2.07205 -2.52464 -3.65265  0.505
C: 0.01785 -4.69659 3.52968  -1.243
C: -0.42083 -4.38089 2.05184  -0.361
C: -1.74310 -3.53158 1.83659  -0.676
N: -2.12706 -3.33853 0.34531  0.374
C: -1.12905 -2.40634 -0.38710  -0.781
C: -3.44486 -2.58213 0.32381  -0.675
C: -4.29873 -3.06286 -0.76883  -0.106
C: -3.67635 -4.24699 -1.35373  -0.953
C: -2.57712 -4.66687 -0.30711  -0.770
H: 0.85291 -5.39409 3.46436  0.381
H: -0.81559 -5.09628 4.10736  0.347
H: 0.24371 -3.71569 3.94792  0.260
H: -0.48266 -5.28815 1.45087  0.358
H: 0.39504 -3.77297 1.66084  0.221
H: -1.60714 -2.55050 2.29165  0.449
H: -2.52131 -4.00301 2.43679  0.541
H: -0.99163 -1.53313 0.25065  -0.020
H: -1.54456 -2.09535 -1.34561  0.144
H: -0.27513 -3.07943 -0.46372  0.629
H: -3.38640 -1.50563 0.48451  0.182
H: -3.96488 -2.85688 1.24152  0.522
H: -4.31061 -2.42154 -1.65012  -0.024
H: -5.32514 -3.25738 -0.45782  0.504
H: -3.09765 -4.03340 -2.25238  0.195
H: -4.18738 -5.12242 -1.75446  0.477
H: -1.57729 -4.99516 -0.59108  0.544
H: -3.08237 -5.40794 0.31229  0.361
Cl: 1.40564 -0.53447 1.42701  -0.748

Summary:
Kohn-Sham gap = 8.21 eV
ΔE to the lowest compared entry with this formula, charge and spin = 84.8 kcal/mol
charge = +3
HOMO = -0.5387 Ha
total energy = -2017.04531 hartree



# 2
The following is a DFT calculation (ωB97M-V/def2-TZVPD) of 7 unconnected molecules or ions with the total composition C32H74N8O11P.

Each line ends with the Mulliken charge.
Positions of all 126 atoms, in Å:
C: -7.55998 -6.40781 -0.55724  -0.980
C: -7.85460 -4.95523 -0.30547  0.584
O: -8.45462 -4.55788 0.65453  -0.521
O: -7.37883 -4.07706 -1.24129  -0.194
C: -8.07201 -4.15779 -2.50425  -0.608
C: -7.60675 -2.98821 -3.34656  -0.542
C: -8.17563 -1.63627 -2.88433  -0.789
C: -7.32081 -0.94934 -1.78940  -0.172
C: -7.04060 0.53882 -2.05035  -1.135
C: -5.80405 1.03688 -1.27264  -0.712
C: -4.61319 1.41427 -2.18263  -1.249
C: -3.24280 1.14068 -1.55514  -1.028
N: -2.48987 -0.04246 -2.17528  1.088
C: -2.01358 0.39890 -3.52775  -0.342
C: -1.65201 -0.66687 -4.55167  0.006
N: -1.64198 0.02993 -5.85315  -0.722
C: -3.42393 -1.19291 -2.19812  -0.976
O: -2.65453 -2.38019 -2.20977  -0.244
O: -3.41783 -3.38931 -2.86773  -0.330
P: -1.10147 -0.33373 -0.91567  -0.092
C: 0.12295 -1.29072 -1.82971  -1.274
O: -0.42671 1.13218 -0.91257  -0.458
H: -8.49569 -6.88950 -0.85059  0.303
H: -6.81018 -6.54855 -1.33235  0.305
H: -7.24459 -6.85716 0.38367  0.322
H: -9.14816 -4.08352 -2.31687  0.395
H: -7.84514 -5.11362 -2.98845  0.396
H: -7.87274 -3.18226 -4.39084  0.432
H: -6.51027 -2.97386 -3.31443  0.049
H: -9.16411 -1.83273 -2.46196  0.335
H: -8.27342 -0.96662 -3.74024  0.448
H: -7.82421 -1.05880 -0.82690  0.403
H: -6.36415 -1.47894 -1.72433  0.014
H: -6.91124 0.70947 -3.12217  0.531
H: -7.90616 1.11284 -1.71099  0.263
H: -5.49823 0.30394 -0.52141  0.417
H: -6.07114 1.93118 -0.70618  0.660
H: -4.66013 2.49313 -2.35179  0.488
H: -4.71892 0.96719 -3.17469  0.628
H: -3.38775 0.88924 -0.50131  0.437
H: -2.56919 1.99284 -1.57604  0.562
H: -1.11845 1.00229 -3.35120  -0.223
H: -2.73880 1.07007 -3.98809  0.604
H: -0.67953 -1.11701 -4.34647  0.290
H: -2.40183 -1.45613 -4.62712  -0.028
H: -0.99041 0.80963 -5.79957  0.189
H: -1.24893 -0.59248 -6.55129  0.279
H: -4.04436 -1.15265 -3.09490  0.550
H: -4.04855 -1.15662 -1.30278  0.479
H: -3.07301 -3.36686 -3.77532  0.345
H: 0.83280 -0.67874 -2.39034  0.524
H: 0.69621 -1.81938 -1.06434  0.397
H: -0.31138 -2.03396 -2.49115  0.437
H: 0.11156 1.34367 -1.69133  0.290
C: 4.78710 -2.24925 -1.08456  -1.315
C: 3.85359 -1.09575 -0.84024  0.810
O: 3.06963 -0.68598 -1.69330  -0.640
N: 3.90732 -0.50883 0.38025  -0.106
C: 4.78038 -0.85763 1.48692  -0.697
H: 4.62500 -2.61182 -2.09547  0.326
H: 5.82463 -1.94561 -0.97494  0.366
H: 4.59359 -3.05944 -0.38201  0.354
H: 3.26464 0.25814 0.49792  0.221
H: 4.19380 -1.14138 2.36265  0.308
H: 5.40996 -0.00693 1.75451  0.318
H: 5.42348 -1.68639 1.20474  0.082
C: -2.33354 0.85873 2.41425  -0.500
C: -3.33551 1.98834 2.35063  0.834
O: -3.91820 2.25310 1.30269  -0.640
N: -3.57243 2.69479 3.47561  -0.296
C: -2.97889 2.52859 4.79313  -0.947
H: -2.29565 0.43276 1.41609  -0.400
H: -1.34203 1.21847 2.69100  0.378
H: -2.64767 0.09403 3.12505  0.433
H: -4.26344 3.42204 3.36246  0.332
H: -3.75227 2.31281 5.52957  0.316
H: -2.47159 3.44434 5.09812  0.272
H: -2.26483 1.71183 4.78433  0.362
C: 9.24594 -4.42340 0.79759  -1.414
C: 8.33617 -3.25525 1.09271  0.831
O: 7.52028 -2.85849 0.26487  -0.605
N: 8.45732 -2.66344 2.30015  -0.021
C: 9.36276 -3.00823 3.39157  -0.894
H: 9.02578 -4.78079 -0.20319  0.289
H: 10.29238 -4.12213 0.84566  0.384
H: 9.08276 -5.23299 1.50909  0.384
H: 7.83357 -1.88411 2.43561  0.156
H: 8.80178 -3.25956 4.28755  0.291
H: 10.01404 -2.16756 3.62001  0.269
H: 9.97747 -3.85773 3.11966  0.313
C: -2.34522 8.26288 4.56226  -1.375
C: -2.82603 6.84208 4.39543  0.932
O: -3.41732 6.24382 5.28016  -0.627
N: -2.57732 6.22394 3.21063  -0.027
C: -1.89278 6.73231 2.03926  -0.916
H: -2.62246 8.59899 5.55599  0.296
H: -1.26155 8.32226 4.45632  0.358
H: -2.80676 8.91911 3.82385  0.377
H: -2.94104 5.28537 3.19121  0.038
H: -2.55530 6.71969 1.17244  0.282
H: -1.01916 6.11985 1.80913  0.284
H: -1.56439 7.75229 2.20857  0.371
C: 9.93343 -2.64539 8.20956  -1.320
C: 10.86679 -2.50675 7.02949  0.801
O: 10.69282 -3.13101 5.99325  -0.622
N: 11.91801 -1.65978 7.16071  -0.168
C: 12.28094 -0.84626 8.30595  -0.832
H: 9.15606 -3.35493 7.94500  0.281
H: 10.46596 -3.01538 9.08586  0.378
H: 9.47297 -1.68856 8.45766  0.375
H: 12.50589 -1.61648 6.34331  0.231
H: 12.28966 0.21091 8.03717  0.285
H: 13.27360 -1.11691 8.66773  0.292
H: 11.57030 -0.99059 9.11217  0.313
C: -0.12591 4.21892 -6.36920  -1.478
C: 0.50734 3.37975 -5.28685  0.801
O: -0.13991 2.98847 -4.31821  -0.573
N: 1.81687 3.07305 -5.41449  -0.112
C: 2.72924 3.45047 -6.48084  -0.899
H: -1.16937 4.37347 -6.11438  0.292
H: 0.36666 5.18804 -6.44700  0.450
H: -0.06687 3.71791 -7.33589  0.412
H: 2.18288 2.51776 -4.65646  0.181
H: 3.13541 2.56241 -6.96530  0.296
H: 3.55803 4.03481 -6.08131  0.306
H: 2.21413 4.04620 -7.22586  0.333

Summary:
Kohn-Sham gap = 9.15 eV
charge = +1
HOMO = -0.3987 Ha
total energy = -2870.52168 hartree



> The highest HOMO belongs to which entry?

C32H74N8O11P